{
  "formula": "C6H15N4O4Sn",
  "method": "the ωB97M-V functional and the def2-TZVPD basis",
  "total_charge": 1,
  "e_lumo_ev": -3.39,
  "fmax_ha_per_bohr": 0.0197,
  "relative_energy_ev": 0.252,
  "e_tot_ev": -26444.475,
  "orbital_gap_ha": 0.3369,
  "symbols": ["H", "O", "N", "N", "C", "H", "C", "H", "C", "O", "H", "H", "H", "H", "H", "N", "O", "Sn", "H", "H", "H", "C", "H", "H", "O", "H", "N", "H", "C", "C"],
  "xyz": [[-0.24, 0.21, -4.60], [-4.15, -1.33, 1.90], [-1.47, 0.13, -2.93], [-0.77, -2.35, 1.86], [3.62, 1.75, -0.49], [2.90, 2.37, -1.02], [-1.66, 0.17, -1.61], [5.01, 2.42, 1.62], [-2.95, -1.20, 1.97], [-0.64, 0.26, -0.85], [-2.26, 0.04, -3.54], [0.47, -0.63, -3.21], [-0.92, -2.91, 1.03], [4.62, 2.16, -0.63], [-1.85, -1.94, 3.63], [-2.89, 0.13, -1.11], [2.09, 1.27, 1.28], [-0.11, -0.09, 1.31], [3.84, 2.06, 2.84], [0.35, 1.13, -3.21], [-2.59, -3.22, 2.64], [-2.05, -2.27, 2.61], [-0.08, -2.85, 2.41], [-3.00, 0.13, -0.09], [-2.27, -0.19, 1.50], [-3.71, 0.05, -1.68], [4.09, 2.08, 1.87], [3.57, 0.75, -0.91], [3.21, 1.69, 0.95], [-0.14, 0.21, -3.52]]
}